DFT (the ωB97M-V functional and the def2-TZVPD basis) results for C5H3O6Sm as an isolated structure.

```
15
Properties=species:S:1:pos:R:3:forces:R:3
O 2.9183 0.0653 -1.7577 -3.14 -1.02 0.45
C 1.8504 -0.3057 -1.5714 3.81 1.01 -0.58
Sm -0.7841 -0.1749 0.4166 -0.86 -0.70 0.52
O 1.7727 -2.9288 0.5279 -3.62 4.00 -0.45
C 0.9814 -2.0834 0.4485 4.06 -5.28 0.63
C -0.1090 1.5895 -0.7179 -0.99 1.05 -0.03
O -1.2292 1.9128 -0.2466 1.50 0.30 -1.10
C -0.6220 -1.1703 -1.9920 -1.24 -2.53 -4.84
O -0.7200 -1.6763 -3.0259 0.62 2.18 4.26
C 1.5050 0.3833 1.3525 6.40 1.30 3.04
O 2.5752 0.5435 1.7950 -5.68 -0.78 -2.46
H 0.5213 2.1848 -1.4116 -0.71 0.44 0.38
O -2.5964 0.4396 1.8400 -0.06 -0.11 0.17
H -3.0009 -0.0719 2.5628 -0.10 0.31 -0.12
H -3.0627 1.2922 1.7798 0.01 -0.17 0.12
```
Positions in Å, forces in eV/Å.

Summary:
Orbital gap (spin up / spin down) in eV: 8.1 / 8.1
Spin multiplicity: 6
E_tot in eV: -35402.964
Net charge: +2
ΔE to the lowest compared entry with this formula, charge and spin in kcal per mole: 12.5
<S²>: 8.82
HOMO level (spin up / spin down) in Ha: -0.654 / -0.650

Löwdin population analysis, charges in e, atoms 1 to 4:
1. O 0.18
2. C -0.01
3. Sm 1.54
4. O 0.20

=====

DFT (the ωB97M-V functional and the def2-TZVPD basis) results for a 2-piece molecular cluster, C4H11N3O2 overall.

```
20
Properties=species:S:1:pos:R:3:forces:R:3
C 3.5219 0.8403 -0.4974 -0.67 0.68 -0.04
C 1.2326 -0.1123 -0.7248 0.22 -0.25 -0.08
N 0.4113 -0.9385 -1.3522 0.15 0.23 -0.01
N 2.5114 -0.0060 -1.1093 0.56 0.00 0.10
N 0.7527 0.5814 0.2928 0.02 0.03 -0.16
H 0.7112 -1.5543 -2.0828 0.04 0.04 -0.05
H -0.5501 -0.9425 -1.0026 -0.85 -0.27 0.22
H 2.8290 -0.5691 -1.8720 -0.18 -0.19 -0.19
H 1.3302 1.1711 0.8602 -0.08 0.06 -0.07
H -0.2442 0.4244 0.4848 -0.55 0.02 0.37
H 4.5053 0.4481 -0.7246 0.06 -0.07 0.11
H 3.3723 0.9002 0.5793 0.24 -0.25 0.08
H 3.4463 1.8686 -0.8764 0.13 -0.19 -0.01
C -3.7166 0.0580 1.6014 0.09 0.27 0.19
C -2.9991 -0.7747 0.5569 -0.38 -1.30 -0.60
O -1.8449 -0.3850 0.1748 1.18 0.66 -0.08
O -3.5582 -1.7894 0.1157 0.05 0.53 0.32
H -4.0285 -0.5579 2.4451 -0.01 -0.11 -0.11
H -4.6179 0.4895 1.1595 0.09 0.00 0.04
H -3.0647 0.8484 1.9718 -0.11 0.11 -0.02
```
Positions in Å, forces in eV/Å.

Summary:
Orbital gap in eV: 7.6
E_tot in eV: -12892.315
Net charge: 0
ΔE to the lowest compared entry with this formula, charge and spin in kcal per mole: 11.9
HOMO level in Ha: -0.280

Löwdin population analysis, charges in e, atoms 1 to 4:
1. C -0.06
2. C -0.45
3. N 0.21
4. N 0.02

=====

DFT (the ωB97M-V functional and the def2-TZVPD basis) results for C40H36FN4O9V as an isolated structure.

```
91
Properties=species:S:1:pos:R:3:forces:R:3
V -0.5533 -0.4643 0.7765 0.58 0.34 -0.23
C -1.5309 -2.0269 3.8339 0.01 0.00 -0.03
O -0.6639 -1.9283 2.6912 0.04 0.06 0.03
C 0.6495 -2.3191 2.8519 -0.08 0.08 0.09
C 1.2858 -2.5866 4.0473 0.08 -0.01 -0.10
C 2.6356 -2.9336 3.9969 0.03 -0.01 0.00
C 3.3331 -3.0073 2.7983 -0.08 0.05 -0.06
C 2.6891 -2.7319 1.5965 0.03 -0.05 0.24
C 1.3549 -2.4020 1.6568 -0.30 0.17 -0.33
N 0.5444 -2.0598 0.5269 0.48 0.15 0.30
N 0.6152 -2.7697 -0.5020 -0.44 -0.09 -0.26
C -0.3646 -2.6454 -1.4459 0.51 -0.35 -0.29
C -1.6290 -2.1064 -1.1638 -0.34 0.53 0.89
O -1.8510 -1.4597 -0.0064 0.15 -0.35 -0.45
C -2.7128 -2.2941 -2.0387 0.16 -0.25 -0.15
C -2.4873 -2.9220 -3.2247 -0.20 -0.06 0.06
C -1.2156 -3.4401 -3.5935 0.06 -0.06 -0.10
C -1.0174 -4.0637 -4.8436 -0.06 0.04 0.10
C 0.2089 -4.5680 -5.1770 0.14 -0.02 0.05
C 1.2774 -4.4762 -4.2652 -0.06 -0.05 -0.12
C 1.1138 -3.8736 -3.0447 -0.13 0.06 0.03
C -0.1400 -3.3376 -2.6930 -0.04 0.05 0.05
H -1.4638 -3.0336 4.2460 -0.03 0.02 0.00
H -2.5311 -1.8460 3.4549 -0.03 0.00 0.02
H -1.2635 -1.2722 4.5708 -0.01 -0.04 0.01
H 0.7701 -2.5072 4.9923 0.00 0.00 0.01
H 3.1542 -3.1397 4.9235 -0.01 0.00 0.01
H 4.3823 -3.2643 2.7954 0.02 -0.01 0.03
H 3.2010 -2.7454 0.6450 0.01 -0.02 -0.01
H -3.6888 -1.9251 -1.7624 0.01 0.07 0.04
H -3.3094 -3.0463 -3.9189 0.01 0.01 -0.04
H -1.8492 -4.1369 -5.5322 -0.02 0.01 -0.01
H 0.3605 -5.0415 -6.1368 0.01 -0.01 -0.01
H 2.2405 -4.8909 -4.5312 0.01 0.00 -0.01
H 1.9400 -3.8093 -2.3510 0.00 0.03 0.02
C -2.2975 4.4216 -1.4104 -0.08 0.02 0.00
C -1.3935 3.2509 -1.0167 0.14 -0.02 0.06
C -0.0038 3.7655 -0.6386 0.01 -0.03 -0.10
C -2.0213 2.4501 0.1003 -0.17 0.18 0.32
C -1.7356 2.7419 1.4367 -0.06 -0.03 -0.01
C -2.3972 2.1058 2.4745 0.06 -0.04 0.02
C -3.3660 1.1379 2.2260 -0.03 0.04 -0.03
C -4.1300 0.5055 3.3545 -0.03 -0.07 0.04
C -3.6475 0.8361 0.8959 -0.04 -0.07 -0.03
C -2.9950 1.4811 -0.1489 0.17 0.09 0.02
H -1.8844 4.9570 -2.2666 0.02 0.00 -0.01
H -2.3903 5.1275 -0.5827 0.00 -0.01 0.01
H -3.3003 4.0842 -1.6739 0.00 -0.02 -0.01
H -1.3183 2.5886 -1.8823 0.12 -0.10 -0.07
H 0.4870 4.2321 -1.4908 0.00 0.00 -0.13
H 0.6418 2.9694 -0.2595 -0.01 -0.04 -0.01
H -0.0717 4.5340 0.1328 0.01 0.00 -0.01
H -0.9875 3.4842 1.6799 -0.01 0.00 0.01
H -2.1477 2.3581 3.4969 0.00 0.00 0.04
H -3.5073 0.3987 4.2426 0.01 0.01 0.01
H -4.5161 -0.4767 3.0786 -0.01 0.00 -0.01
H -4.9875 1.1206 3.6331 0.00 0.02 -0.02
H -4.4030 0.0927 0.6694 0.01 -0.03 0.00
H -3.2609 1.2448 -1.1740 0.05 -0.05 -0.01
O 2.3465 0.5151 5.6146 -0.01 0.04 -0.18
C 2.9719 0.9612 4.5009 -0.03 -0.03 0.08
C 4.3199 1.3061 4.5163 -0.03 0.00 -0.02
C 4.9401 1.7434 3.3618 0.02 0.00 -0.01
C 4.2368 1.8356 2.1644 0.01 -0.03 0.11
C 2.9040 1.4851 2.1435 0.01 0.00 -0.07
C 2.2503 1.0536 3.3017 0.01 0.03 0.16
C 0.8234 0.7227 3.2798 -0.55 -0.29 -0.84
O 0.0394 0.6203 4.1730 0.21 0.10 -0.14
O 0.3719 0.4708 1.9499 -0.20 -0.05 0.26
H 2.9692 0.5385 6.3464 0.06 -0.02 0.16
H 4.8768 1.2303 5.4429 0.01 0.00 0.01
H 5.9875 2.0118 3.4002 0.01 0.01 -0.02
H 4.7297 2.1716 1.2641 -0.01 0.01 -0.02
H 2.3508 1.5306 1.2185 -0.01 0.01 0.03
F 0.9042 4.3917 -5.0661 0.08 -0.02 0.00
C 0.4273 3.1971 -4.7320 -0.16 -0.02 0.05
C 1.1121 2.3543 -3.9609 0.02 0.15 0.11
N 0.6002 1.1228 -3.5857 0.04 -0.06 0.16
C 1.4328 0.1982 -2.8326 0.10 0.11 -0.14
C 1.2864 0.1876 -1.3110 -0.61 -0.26 -0.18
O 2.2383 0.0345 -0.5895 0.12 0.03 0.00
O 0.0191 0.2152 -0.8890 0.10 0.11 0.46
C -0.6271 0.6849 -4.0371 -0.11 0.11 -0.11
O -1.0768 -0.4124 -3.7836 0.06 -0.06 0.05
N -1.3167 1.5944 -4.8135 0.12 -0.08 0.11
C -0.9086 2.8602 -5.2312 0.05 0.18 -0.05
O -1.5993 3.5651 -5.9192 -0.03 -0.05 0.03
H 2.0930 2.6044 -3.5808 0.00 0.00 -0.01
H 2.4780 0.3945 -3.0663 -0.03 -0.02 0.04
H 1.1837 -0.8071 -3.1783 0.03 -0.07 0.09
H -2.2156 1.2808 -5.1508 -0.03 0.00 -0.01
```
Positions in Å, forces in eV/Å.

Summary:
Orbital gap (spin up / spin down) in eV: 6.5 / 6.7
Spin multiplicity: 2
E_tot in eV: -94854.563
Net charge: +1
ΔE to the lowest compared entry with this formula, charge and spin in kcal per mole: 3.2
<S²>: 0.77
HOMO level (spin up / spin down) in Ha: -0.407 / -0.409

Löwdin population analysis, charges in e, atoms 1 to 4:
1. V 1.21
2. C -0.01
3. O -0.15
4. C -0.23

=====

DFT (the ωB97M-V functional and the def2-TZVPD basis) results for C7H8N2 as an isolated structure.

```
17
Properties=species:S:1:pos:R:3:forces:R:3
C 0.2892 0.8462 -0.6080 0.97 -0.12 0.60
C 1.4966 -0.1653 -0.6446 -0.91 -0.65 -1.18
C -0.3875 -0.4771 -0.0276 1.92 1.26 0.44
C 0.4248 -0.6372 1.2962 0.39 0.36 -2.73
C 1.6757 -0.4858 0.8230 -1.62 -0.25 0.53
C -1.7649 -0.3330 0.0301 -4.07 -0.54 0.08
C -2.9628 -0.1367 0.0909 1.54 -0.17 -0.02
H -0.3866 2.6569 0.0615 -1.31 0.65 -0.67
H 0.6274 2.0503 1.0562 0.55 -0.57 0.39
H -0.1295 1.0869 -1.5668 -0.04 -0.36 -0.64
H 2.3253 -0.0332 -1.3527 -0.12 -0.12 0.54
H 0.6483 -2.1759 -0.7083 -0.19 1.20 -0.43
H -0.0492 -0.7614 2.2255 -0.04 -0.37 1.11
H 2.5349 -0.6942 1.3769 1.49 0.20 0.54
H -4.0083 0.0473 0.1586 0.03 -0.02 -0.03
N 0.4230 2.0993 0.0747 0.89 -0.68 0.31
N 0.4072 -1.2198 -1.0763 0.51 0.17 1.14
```
Positions in Å, forces in eV/Å.

Summary:
Orbital gap in eV: 9.9
E_tot in eV: -10364.231
Net charge: 0
ΔE to the lowest compared entry with this formula, charge and spin in kcal per mole: 91.1
HOMO level in Ha: -0.327

Löwdin population analysis, charges in e, atoms 1 to 4:
1. C -0.27
2. C -0.18
3. C -0.45
4. C 0.02

=====

DFT (the ωB97M-V functional and the def2-TZVPD basis) results for one molecule with the formula C13H19NO4.

```
37
Properties=species:S:1:pos:R:3:forces:R:3
C -1.6042 -3.5155 -0.2749 0.19 0.26 0.26
C -1.0982 -2.9836 1.0623 -0.32 -0.37 -0.08
H -1.9281 -2.6172 1.6770 0.11 -0.03 0.00
O -0.1068 -1.9848 0.9142 0.26 0.45 -0.07
C -0.4594 -0.7339 0.5021 0.00 0.16 -0.01
C -1.7661 -0.2942 0.3752 -0.06 -0.12 0.05
C -2.0415 1.0154 -0.0026 0.51 -0.20 0.02
C -0.9967 1.8883 -0.2454 -0.09 -0.15 0.06
C 0.3297 1.4675 -0.1410 -0.11 -0.12 0.08
C 0.6102 0.1399 0.2090 0.21 0.01 -0.07
O 1.9215 -0.2738 0.3038 -0.57 0.31 0.31
C 2.3130 -1.4014 -0.4666 0.23 -0.45 -0.46
C 2.0126 -1.2338 -1.9518 0.02 0.10 0.42
H 0.9383 -1.1806 -2.1180 -0.08 -0.03 -0.08
H 2.4121 -2.0807 -2.5030 0.02 -0.10 -0.08
H 2.4651 -0.3202 -2.3321 0.04 0.07 -0.07
H 1.8388 -2.3106 -0.0845 0.16 0.17 -0.03
H 3.3915 -1.4675 -0.2978 -0.12 -0.04 -0.03
O 1.2321 2.4357 -0.4644 -0.24 -0.26 -0.18
C 2.5716 2.4147 0.0037 0.57 0.12 0.28
C 2.6653 2.4598 1.5234 -0.20 -0.04 -0.40
H 3.7036 2.5809 1.8195 0.12 0.00 0.06
H 2.0860 3.2953 1.9105 -0.01 0.09 0.06
H 2.2852 1.5359 1.9501 0.01 -0.06 0.11
H 3.0005 3.3237 -0.4296 -0.03 -0.15 0.06
H 3.1145 1.5486 -0.3825 -0.09 0.17 -0.01
H -1.1555 2.9034 -0.5733 -0.01 0.12 -0.04
C -3.4785 1.3895 -0.1349 -0.08 0.16 -0.01
O -4.3524 0.5665 -0.3219 -0.09 -0.22 0.02
N -3.7556 2.7114 -0.0272 -0.08 0.35 -0.02
H -3.0548 3.3868 0.2144 -0.03 -0.04 0.04
H -4.7164 3.0037 -0.0872 0.06 -0.06 -0.02
H -2.6075 -0.9388 0.5676 -0.04 -0.11 -0.01
H -0.5884 -3.7800 1.6124 -0.14 0.13 -0.02
H -0.7712 -3.8922 -0.8641 0.06 -0.06 -0.05
H -2.3074 -4.3251 -0.1012 -0.09 -0.09 -0.01
H -2.1033 -2.7331 -0.8411 -0.07 0.01 -0.08
```
Positions in Å, forces in eV/Å.

Summary:
Orbital gap in eV: 9.3
E_tot in eV: -23469.059
Net charge: 0
SMILES: CCOc1cc(C(N)=O)cc(OCC)c1OCC
ΔE to the lowest compared entry with this formula, charge and spin in kcal per mole: 34.5
HOMO level in Ha: -0.309

Löwdin population analysis, charges in e, atoms 1 to 4:
1. C -0.06
2. C -0.23
3. H 0.12
4. O -0.06

=====

DFT (the ωB97M-V functional and the def2-TZVPD basis) results for a 3-piece molecular cluster, C13H25NO6 overall.

```
45
Properties=species:S:1:pos:R:3:forces:R:3
N 2.1020 0.3978 1.7872 -0.87 -0.14 -0.26
C 1.4411 1.1250 0.6464 -0.46 0.54 -0.12
C 0.9699 2.5892 1.1688 2.29 -0.91 -1.59
O -0.1048 2.4430 2.1377 -2.40 -0.28 -1.53
C -1.3643 2.7946 1.6008 -0.62 4.39 -1.55
O -1.5576 3.9524 1.1378 0.89 -4.61 1.87
O -2.4844 1.9246 1.5992 2.53 0.30 0.18
C -2.2908 0.7652 0.7392 -0.05 -0.60 -0.57
C -1.9455 -0.4870 1.6822 2.09 -1.20 0.54
O -0.8030 -0.9710 1.8565 -3.58 1.82 -1.00
H 1.8669 -0.6126 1.7302 0.25 1.01 -0.07
H 1.6723 0.6928 2.6852 0.24 -0.16 -0.95
H 0.5423 0.5292 0.2513 1.11 0.96 0.62
H 2.1520 1.2529 -0.2668 -0.94 -0.10 1.78
H 0.7163 3.2348 0.2653 -0.14 -0.74 1.43
H 1.9152 3.0541 1.6440 -1.84 -0.64 -0.28
H -3.2749 0.6288 0.1511 1.50 -0.02 1.24
H -1.4892 1.0027 -0.0369 -0.87 -0.65 1.16
H -2.8088 -0.9554 2.2860 0.90 0.97 -0.91
C 6.2683 0.4942 -2.9071 0.00 -0.26 -0.41
C 6.3911 1.9610 -2.5614 0.33 0.28 0.21
C 4.9635 2.3202 -2.1997 -0.36 0.09 -0.04
O 4.3626 1.1374 -1.6548 0.29 0.04 -0.21
C 5.2273 0.0221 -1.9114 -0.11 -0.13 0.36
H 7.2084 -0.0551 -2.8328 -0.08 0.02 0.01
H 5.8867 0.3838 -3.9276 0.05 -0.03 0.06
H 7.0398 2.0830 -1.6878 -0.04 0.03 -0.07
H 6.7920 2.5720 -3.3720 -0.05 -0.02 0.06
H 4.3894 2.6098 -3.0865 0.05 0.09 -0.01
H 4.9075 3.1304 -1.4688 -0.08 -0.10 0.01
H 5.6896 -0.2685 -0.9619 0.02 -0.08 -0.05
H 4.6402 -0.8197 -2.2850 -0.06 0.09 0.07
C -6.3702 -2.9235 0.5535 -0.36 0.04 -0.30
C -5.3788 -4.0221 0.8670 0.07 -0.27 0.37
C -4.0966 -3.4677 0.2782 0.28 -0.04 -0.27
O -4.1796 -2.0383 0.3749 -0.24 -0.14 0.02
C -5.5242 -1.6774 0.7234 0.12 0.28 0.19
H -7.2517 -2.9303 1.1968 0.07 0.03 -0.04
H -6.7038 -3.0101 -0.4857 -0.01 0.03 0.09
H -5.2758 -4.1301 1.9517 0.00 -0.04 -0.08
H -5.6528 -4.9934 0.4520 0.05 0.08 0.02
H -4.0009 -3.7269 -0.7814 0.02 -0.08 0.03
H -3.2065 -3.8201 0.8045 0.00 0.14 -0.05
H -5.5210 -1.3392 1.7657 -0.11 0.04 0.00
H -5.8594 -0.8525 0.0907 0.12 -0.01 0.02
```
Positions in Å, forces in eV/Å.

Summary:
Orbital gap in eV: 9.6
E_tot in eV: -27658.011
Net charge: 0
SMILES: NCCOC(=O)OCC=O.C1CCOC1.C1CCOC1
HOMO level in Ha: -0.330

Löwdin population analysis, charges in e, atoms 1 to 4:
1. N -0.03
2. C -0.23
3. C -0.15
4. O -0.02